Computed, not measured: a cluster of 6 separate species, C24H62Br2N4O3 in total at a distorted geometry, with ωB97M-V/def2-TZVPD.

Output
- Charge: +2
- HOMO-LUMO gap: 0.324 Ha
- Multiplicity: 1

Element x y z (Å)
1 H -4.863 1.966 -3.496
2 H 5.469 -0.281 -0.867
3 H -3.371 0.016 3.467
4 N 6.182 -2.419 0.959
5 H 5.888 -0.364 1.522
6 C 6.039 -1.160 -1.142
7 H -0.402 3.068 -2.535
8 H -0.501 5.092 -1.117
9 C 6.092 -3.817 1.673
10 H -6.150 3.956 -3.009
11 H 1.349 3.318 -2.945
12 H 1.077 5.328 -2.115
13 C 0.195 3.055 0.221
14 C 3.311 -5.635 3.567
15 H 6.064 -1.267 -2.217
16 H 0.239 0.766 -1.617
17 Br -2.927 2.679 -1.417
18 C 0.583 4.985 -1.138
19 C -5.758 1.648 -3.976
20 H 5.862 -3.229 -0.984
21 C 7.480 -1.006 -0.625
22 H 5.218 -6.168 2.692
23 O -2.593 0.803 1.203
24 N 0.953 3.522 -0.952
25 H -3.216 -1.745 3.194
26 H 0.487 1.019 -3.386
27 C -6.709 1.424 -1.598
28 H -5.673 0.629 -4.339
29 N -1.389 -0.778 3.549
30 C 4.690 -4.239 1.979
31 C 7.590 -1.980 0.621
32 H -0.947 1.182 2.958
33 H 2.624 3.981 0.281
34 H 2.783 2.378 -0.743
35 H -2.921 1.043 0.263
36 H -8.444 2.375 -5.464
37 H 0.507 0.176 3.326
38 H 1.020 5.582 -0.369
39 C -1.398 -0.587 5.065
40 C -0.758 -2.154 3.287
41 C 0.647 2.863 -2.241
42 C 2.487 3.457 -0.698
43 H -7.566 3.642 -1.998
44 H 4.519 -1.349 1.774
45 H -4.083 -0.743 1.109
46 H 2.824 -6.056 2.707
47 C 5.508 -2.393 -0.474
48 H -8.644 0.279 -6.559
49 C 5.611 -1.377 1.830
50 C -0.484 0.199 2.881
51 H 7.749 0.027 -0.399
52 H 5.376 -4.891 3.858
53 C 0.837 1.302 -2.395
54 C -2.807 -0.772 2.965
55 Br 2.235 -0.558 0.515
56 H 2.683 -4.771 3.848
57 H -6.431 0.420 -1.674
58 C -8.300 1.340 -3.508
59 H 3.302 -6.377 4.382
60 C -3.017 -0.510 1.420
61 H -6.020 2.044 -0.960
62 H 2.930 3.964 -1.560
63 H 0.260 -2.079 3.570
64 H 8.063 -1.612 1.529
65 H -1.298 -2.863 3.819
66 H 6.534 -4.589 1.093
67 H -0.875 3.009 -0.105
68 H -2.437 -1.267 0.843
69 H 5.908 -1.581 2.842
70 C -7.101 3.459 -2.954
71 H -1.824 -1.513 5.426
72 H -0.327 -0.073 1.806
73 C 4.724 -5.262 3.110
74 H -7.668 1.441 -1.118
75 H -7.685 3.744 -3.814
76 H 8.223 -2.839 0.310
77 H 0.542 2.106 0.420
78 H -9.006 1.869 -2.869
79 H -0.765 -2.340 2.221
80 H -0.342 -0.461 5.404
81 H 8.163 -1.273 -1.380
82 O -8.241 0.385 -5.711
83 N -6.911 1.944 -2.990
84 H -9.854 1.557 -4.844
85 H -1.934 0.345 5.276
86 C -8.765 1.478 -4.949
87 H 4.084 -4.543 1.129
88 H 0.347 3.796 1.063
89 O 2.153 0.959 -2.282
90 H -8.443 0.314 -3.188
91 H -5.960 2.281 -4.880
92 H 4.342 -2.275 -0.334
93 H 4.098 -3.386 2.198
94 H 2.272 0.115 -1.822
95 H 6.688 -3.747 2.581

Computed, not measured: a cluster of 5 separate species, C24H62N4O9 in total at a distorted geometry, with ωB97M-V/def2-TZVPD.

Output
- Energy relative to the best compared isomer or geometry (same formula, charge and spin): 112.5 kJ/mol
- HOMO-LUMO gap: 0.321 Ha
- SMILES: COCCNCCOC.COCCNCCOC.COCCNCCOC.COCCNCCOC.O
- Multiplicity: 1

Element x y z (Å)
1 H 3.577 3.206 1.976
2 H -2.184 1.182 -4.195
3 H 0.306 -5.891 -0.707
4 H 2.427 -2.295 5.236
5 H -1.829 3.522 -3.471
6 H 1.098 -2.019 -0.469
7 C 1.119 -3.375 -2.596
8 H -0.666 6.153 0.452
9 H 0.109 6.323 -1.094
10 C 3.373 1.694 -2.340
11 H 0.520 -2.723 -3.170
12 H 4.124 -0.531 -1.658
13 C -1.356 2.726 -2.970
14 H 4.640 0.083 -0.118
15 H -2.780 -1.268 -3.150
16 H -4.482 -1.615 -2.700
17 C -1.390 1.282 3.048
18 H 4.424 1.974 -2.457
19 H 1.040 2.669 3.014
20 H 3.141 0.880 -3.067
21 H -0.916 1.010 -6.653
22 C 3.789 -0.091 -0.750
23 H 1.473 -4.830 2.939
24 C -2.090 4.090 -0.269
25 H -3.548 -0.176 -1.986
26 C 2.281 -2.606 -1.970
27 H -3.585 2.577 -0.504
28 C 1.039 -5.216 -1.128
29 H -1.368 3.418 0.253
30 H -1.726 2.158 2.479
31 H -2.442 -0.579 3.618
32 C -0.187 -3.704 1.969
33 C -3.520 -1.202 -2.356
34 N -2.194 2.266 -1.904
35 H 2.782 -2.119 -2.813
36 H -0.975 -3.677 2.736
37 H 0.781 0.581 4.181
38 H 3.342 -2.790 3.810
39 H 2.542 -4.095 4.699
40 H -0.432 -1.691 1.744
41 O 0.119 0.935 -0.610
42 H 2.349 -0.601 0.717
43 N -0.290 -2.518 1.170
44 H -1.079 1.526 4.066
45 C 2.469 -3.031 4.417
46 C 2.706 3.100 1.262
47 H -1.083 -1.624 -1.377
48 H -0.364 3.101 -2.633
49 H -0.414 -4.576 1.378
50 H 3.588 -1.859 0.400
51 C -2.664 0.480 3.319
52 O 2.082 1.862 1.444
53 O -3.553 1.102 4.181
54 H -2.030 -0.694 -0.314
55 H 1.554 -4.130 -3.253
56 H -0.683 0.713 -3.496
57 H -3.546 3.825 -1.821
58 H -1.614 -3.671 0.093
59 H 0.576 0.319 -1.204
60 H 1.786 -4.859 -0.336
61 H -4.974 -0.221 5.115
62 O 3.140 1.115 -1.031
63 H -2.785 4.644 0.465
64 N 1.782 -1.594 -1.007
65 C -1.586 -2.634 0.458
66 C -4.830 0.450 4.283
67 H -1.575 1.736 -1.250
68 H 3.149 2.976 0.282
69 N -0.345 0.404 2.460
70 C -0.351 5.615 -0.431
71 H -5.510 1.248 4.583
72 H 3.005 -3.374 -1.524
73 C 1.700 1.783 2.803
74 H 1.967 3.901 1.330
75 C -1.921 -1.709 -0.666
76 H 0.414 4.888 -0.146
77 H -3.251 0.422 2.412
78 H 1.978 -3.533 1.881
79 H 2.703 2.549 -2.443
80 H 0.286 0.253 -5.544
81 H 0.700 1.651 -6.553
82 H 2.539 1.932 3.506
83 C -1.171 1.600 -3.929
84 H 0.911 1.321 -0.190
85 O 1.228 -2.912 3.642
86 O -1.441 5.026 -1.081
87 O -3.155 -2.082 -1.243
88 O 0.335 -4.118 -1.646
89 H -2.295 -2.520 1.242
90 H 1.527 -0.382 2.843
91 O -0.474 2.120 -5.025
92 C -0.097 1.230 -5.960
93 H -0.270 0.517 1.430
94 H -5.111 -0.026 3.380
95 C 2.830 -1.098 -0.128
96 C 0.928 0.505 3.100
97 H 1.627 -5.747 -1.917
98 C -2.958 3.199 -1.151
99 C 1.188 -3.836 2.587

Computed, not measured: a cluster of 6 separate species, C24H63N3O9 in total at a distorted geometry, with ωB97M-V/def2-TZVPD.

Output
- Charge: +1
- Energy relative to the best compared isomer or geometry (same formula, charge and spin): 199.6 kJ/mol
- HOMO-LUMO gap (spin up / spin down): 0.282 / 0.084 Ha
- <S²>: 0.75
- Multiplicity: 2

Element x y z (Å)
1 H 17.889 -8.794 2.329
2 O 20.727 -5.938 -5.165
3 H 21.861 -5.211 -1.462
4 H 22.016 -6.538 -3.638
5 H 20.320 -8.430 4.068
6 O 19.242 -10.586 -2.748
7 O 28.549 -9.240 0.944
8 H 18.330 -7.957 5.174
9 H 28.870 -9.524 3.815
10 N 17.783 -8.182 4.355
11 H 28.780 -8.468 0.422
12 H 25.792 -4.745 6.536
13 H 24.392 -9.563 5.986
14 H 23.986 -5.132 4.505
15 H 24.040 -6.161 3.011
16 C 28.152 -6.520 7.067
17 H 23.154 -7.246 5.100
18 H 20.120 -6.468 0.548
19 H 18.722 -11.351 -0.897
20 H 23.212 -9.103 -0.984
21 H 20.008 -7.681 2.456
22 O 24.833 -8.379 4.253
23 C 17.210 -7.482 8.391
24 C 20.745 -4.474 -5.135
25 N 25.845 -5.754 3.672
26 H 27.584 -10.464 3.260
27 C 23.867 -8.764 -0.181
28 C 27.910 -9.425 3.309
29 C 27.733 -8.745 1.912
30 H 20.714 -9.156 0.494
31 H 19.438 -10.175 1.155
32 H 25.194 -6.270 0.546
33 O 20.745 -9.561 2.628
34 C 21.791 -8.190 -4.914
35 C 20.479 -9.875 1.279
36 H 18.707 -12.432 -2.168
37 H 22.785 -6.294 -5.207
38 O 25.420 -7.008 -0.026
39 H 18.140 -7.502 8.958
40 C 19.984 -5.653 -0.164
41 C 16.459 -8.149 6.323
42 C 24.274 -7.374 -0.612
43 H 28.046 -7.701 1.922
44 C 24.204 -7.198 4.812
45 H 20.841 -11.755 -2.249
46 H 27.954 -6.336 8.123
47 H 19.380 -4.922 0.374
48 H 22.816 -8.535 -5.052
49 C 21.881 -6.652 -4.713
50 H 27.443 -4.280 6.303
51 H 23.503 -6.630 -0.411
52 H 22.562 -10.221 -3.114
53 C 18.436 -8.953 3.259
54 H 15.683 -8.561 4.433
55 H 21.973 -4.678 0.139
56 H 24.768 -9.377 -0.187
57 H 16.718 -9.936 5.041
58 H 20.749 -2.945 -0.432
59 H 16.189 -7.105 6.168
60 C 18.457 -11.393 -1.953
61 C 24.281 -9.518 4.902
62 H 16.912 -6.434 8.380
63 H 20.809 -10.227 -1.447
64 C 21.242 -4.809 -0.659
65 H 18.380 -9.951 3.693
66 H 23.419 -8.798 0.812
67 H 28.700 -7.456 6.957
68 C 26.463 -4.661 4.468
69 H 27.345 -8.857 4.049
70 H 26.749 -8.742 1.442
71 C 20.615 -10.701 -2.409
72 H 20.849 -3.919 -4.203
73 H 15.612 -8.580 6.858
74 C 26.680 -4.972 5.945
75 H 19.397 -6.077 -0.979
76 H 21.260 -8.603 -5.772
77 C 24.473 -5.961 3.992
78 H 17.421 -11.100 -2.125
79 H 16.391 -7.823 9.024
80 H 24.722 -10.439 4.523
81 H 28.912 -5.791 6.786
82 H 20.163 -8.939 -4.051
83 O 17.568 -8.217 7.197
84 O 27.057 -6.369 6.158
85 H 21.104 -10.768 1.285
86 C 19.851 -8.552 3.092
87 H 21.469 -10.697 -4.388
88 H 25.807 -3.795 4.378
89 H 26.214 -6.674 3.867
90 H 24.654 -7.047 5.793
91 H 23.325 -9.531 4.380
92 C 16.591 -8.856 4.959
93 H 21.580 -4.127 -5.744
94 C 21.537 -10.115 -3.469
95 H 24.566 -7.369 -1.662
96 H 19.840 -4.151 -5.649
97 H 27.406 -4.422 3.978
98 N 21.103 -8.790 -3.712
99 O 20.910 -3.561 -1.151

Computed, not measured: a cluster of 9 separate species, C24H64B5F20N4O8 in total at a distorted geometry, with ωB97M-V/def2-TZVPD.

Output
- Charge: -1
- Energy relative to the best compared isomer or geometry (same formula, charge and spin): 0.0 kJ/mol
- HOMO-LUMO gap: 0.342 Ha
- Multiplicity: 1

Element x y z (Å)
1 H -5.036 7.135 -0.031
2 H -3.811 2.171 -1.656
3 H -3.704 -4.763 3.817
4 F 3.136 -2.164 2.716
5 C -2.196 -3.267 2.380
6 C -6.751 1.957 -1.094
7 H 0.792 1.026 1.267
8 H -8.479 -1.530 0.810
9 H -3.088 -2.806 2.811
10 F -0.805 -0.749 -3.550
11 H -7.816 -0.261 1.921
12 C 4.588 -0.663 -1.401
13 F -3.778 -0.142 0.141
14 C 4.861 -2.784 -4.304
15 H -0.163 -3.602 0.993
16 H -3.192 4.639 -1.877
17 H 7.306 -4.095 -1.947
18 H 3.073 -1.171 -2.942
19 H 5.150 -3.831 -4.386
20 H 2.887 3.733 0.997
21 O 1.740 -3.616 -0.832
22 C -3.811 4.250 -1.073
23 H -3.018 -6.304 3.257
24 H -7.292 1.817 0.987
25 F 1.946 -1.186 1.075
26 C 2.182 2.958 1.309
27 O 4.771 -2.417 -2.953
28 F 5.808 1.930 -1.190
29 C -1.194 1.447 3.434
30 H -8.684 2.050 -0.124
31 H 4.062 0.225 -1.083
32 H -6.358 1.025 -1.501
33 H -5.177 2.240 0.295
34 F 8.064 2.431 -1.188
35 B 6.962 2.143 -0.366
36 C 5.494 -1.786 0.637
37 F -1.606 1.399 -3.011
38 C 6.535 -4.614 -1.374
39 C -1.031 1.880 0.506
40 B -4.176 0.030 1.485
41 H 3.889 0.705 2.994
42 H -1.307 -4.472 0.185
43 O -0.691 2.615 2.802
44 H -0.879 0.523 2.935
45 C -4.513 3.001 -1.551
46 H 0.659 3.526 -0.073
47 H 0.772 -2.990 -2.563
48 O 2.953 1.768 1.521
49 H -1.399 -2.634 -1.561
50 F 1.039 -2.984 2.272
51 H -2.281 1.485 3.512
52 C 0.617 -3.572 -1.639
53 H 4.103 2.474 3.055
54 F -0.849 3.962 -2.104
55 H 7.334 -2.999 0.650
56 F -4.122 1.444 1.704
57 H 2.559 1.671 3.566
58 H -7.217 2.569 -1.857
59 F 0.857 5.438 -1.414
60 C 6.509 -2.696 0.000
61 H 5.568 -2.180 -4.886
62 H -2.919 -2.686 0.472
63 H 3.400 -1.556 0.168
64 O -4.852 5.157 -0.742
65 H -3.247 3.957 -0.185
66 C 4.154 -1.159 -2.772
67 C -0.520 -2.867 -0.969
68 H 1.605 3.258 2.184
69 F 0.620 0.907 -2.753
70 H -3.606 6.231 0.532
71 B 1.813 -1.820 2.374
72 C 1.304 2.677 0.132
73 H 2.577 -5.333 -1.517
74 O -7.985 0.174 -0.122
75 N 4.322 -1.643 -0.290
76 N -0.936 -3.529 0.314
77 F -3.303 -0.571 2.398
78 H 5.164 -2.251 1.566
79 C -4.287 6.392 -0.302
80 H 0.317 -4.571 -2.002
81 H 5.664 -0.546 -1.463
82 N -5.583 2.667 -0.553
83 H -0.750 1.378 4.428
84 H -0.996 3.873 1.247
85 C 2.835 -4.266 -1.440
86 C -8.439 -0.474 1.049
87 F 1.261 -0.888 3.251
88 C 3.392 1.666 2.856
89 H 6.986 -5.482 -0.884
90 H 6.993 -2.166 -0.832
91 H 1.771 2.383 -0.799
92 B -0.482 5.286 -1.796
93 H -0.203 -1.900 -0.582
94 H 0.528 0.784 -0.324
95 F -5.448 -0.528 1.648
96 C -1.968 -2.695 1.004
97 H -5.876 3.611 -0.244
98 H -9.439 -0.088 1.303
99 H -3.761 6.811 -1.163
100 H -2.014 -5.163 4.200
101 H 3.030 -3.875 -2.441
102 C -2.800 -5.256 3.442
103 F -1.290 5.752 -0.712
104 F 7.218 0.866 0.272
105 F -0.718 6.090 -2.940
106 H -1.584 -1.679 0.997
107 C -1.308 2.882 1.587
108 H -1.324 -3.034 3.001
109 H 4.307 -2.569 -0.753
110 H 5.822 -4.990 -2.114
111 O 5.793 -3.838 -0.464
112 C -7.718 1.543 0.013
113 H 3.684 -4.183 -0.770
114 H 3.895 -2.646 -4.811
115 H -1.670 1.002 0.533
116 H 4.537 -0.346 -3.404
117 O -2.370 -4.651 2.238
118 H -1.201 2.308 -0.487
119 F -0.963 -0.073 -1.377
120 B -0.692 0.389 -2.717
121 H 5.765 -0.749 0.849
122 H -5.013 3.069 -2.516
123 H -2.394 2.979 1.657
124 F 6.709 3.119 0.594
125 N 0.398 1.464 0.425